No. 1
# C6H8FNS2

A cluster of 2 separate species, C6H8FNS2 in total in a non-equilibrium geometry (wB97M-V/def2-TZVPD, OMol25).

Cartesian coordinates (Å):
S (-2.600, -0.477, 1.027)
S (-0.954, 2.863, -0.954)
F (-2.158, 3.209, 0.223)
N (0.021, -0.395, 0.589)
C (-3.043, 0.561, -1.324)
C (-1.196, -0.177, -0.007)
C (1.200, 0.080, 0.318)
C (-1.613, 0.504, -1.151)
C (2.459, -0.392, 1.029)
C (-3.604, 0.080, -0.118)
H (-3.580, 1.052, -2.151)
H (1.229, 0.919, -0.376)
H (2.905, -1.228, 0.545)
H (2.138, -0.859, 1.903)
H (3.094, 0.443, 1.187)
H (-4.663, 0.173, 0.010)
H (-0.946, 0.589, -2.143)
H (-0.089, -1.105, 1.402)

Calculated values
HOMO (spin up / spin down)	-6.6 / -6.5	eV
electronic energy	-1184.25951	a.u.
ΔE to the lowest compared entry with this formula, charge and spin	50.92	kcal per mole
net charge	0
frontier orbital gap (spin up / spin down)	0.223 / 0.219	Ha
F_max	0.10002	hartree/bohr

Atomic partial charges in e from the natural (NBO) method, atoms 1 to 5: S 0.427; S 0.021; F -0.529; N -0.401; C -0.264

No. 2
# C21H47GdO2P3

A structure of composition C21H47GdO2P3 in a non-equilibrium geometry (wB97M-V/def2-TZVPD, OMol25).

Cartesian coordinates (Å):
Gd (1.373, -0.208, 0.116)
P (0.417, 2.073, 1.954)
P (-2.992, -0.171, 1.109)
P (-0.782, 2.198, -1.331)
O (0.320, -0.808, -1.864)
O (0.930, -2.014, 1.488)
C (1.797, -0.020, -3.601)
C (-1.919, 3.639, -1.092)
C (1.702, -3.199, 3.564)
C (1.069, -2.214, -5.164)
C (2.383, -0.216, -4.847)
C (1.402, 3.523, 1.382)
C (-4.099, 1.228, 1.288)
C (-2.196, -0.583, 2.684)
C (-0.088, -3.104, 1.338)
C (3.291, -1.234, -0.604)
C (0.487, -2.051, -3.908)
C (-1.977, 1.252, -2.373)
C (-3.787, -1.611, 0.371)
C (-1.018, 2.978, 2.670)
C (2.079, -2.355, 2.357)
C (3.686, -0.131, 0.187)
C (0.281, -3.988, 0.177)
C (0.230, 2.895, -2.702)
C (0.860, -0.960, -3.078)
C (2.037, -1.316, -5.640)
C (1.262, 1.713, 3.553)
H (-1.550, 2.344, 3.389)
H (2.026, 0.939, 3.407)
H (4.028, 0.815, -0.252)
H (-0.682, 3.883, 3.198)
H (-2.974, 1.316, -1.930)
H (1.731, 2.628, 3.949)
H (2.064, 0.845, -2.985)
H (-1.725, 3.278, 1.890)
H (3.282, -1.154, -1.711)
H (0.750, -3.063, -5.779)
H (-2.005, 1.674, -3.382)
H (4.003, -0.245, 1.232)
H (0.522, 1.341, 4.272)
H (-0.265, 3.796, -3.105)
H (2.357, 3.171, 0.971)
H (-1.773, 4.366, -1.905)
H (-0.133, -3.662, 2.279)
H (2.806, -2.883, 1.726)
H (-0.242, -2.754, -3.500)
H (3.353, -2.284, -0.272)
H (-1.674, 0.206, -2.423)
H (1.220, 3.168, -2.318)
H (-1.223, -1.082, 2.534)
H (2.477, -1.449, -6.632)
H (-2.962, 3.301, -1.113)
H (-3.712, 2.116, 0.770)
H (0.406, -3.418, -0.752)
H (0.904, -2.722, 4.150)
H (-2.842, -1.268, 3.260)
H (-1.732, 4.143, -0.138)
H (-0.511, -4.728, 0.026)
H (-4.276, 1.478, 2.347)
H (2.504, -1.392, 2.666)
H (0.857, 4.052, 0.593)
H (0.364, 2.148, -3.499)
H (3.108, 0.516, -5.202)
H (2.593, -3.303, 4.201)
H (-4.531, -1.258, -0.352)
H (1.586, 4.198, 2.229)
H (-2.031, 0.306, 3.307)
H (-2.038, 0.158, 0.105)
H (-1.059, -2.613, 1.220)
H (1.418, -4.214, 3.271)
H (-4.281, -2.245, 1.120)
H (-3.007, -2.193, -0.145)
H (-5.082, 0.979, 0.872)
H (1.198, -4.550, 0.377)

Calculated values
HOMO (spin up / spin down)	-15.8 / -16.9	eV
multiplicity	8
electronic energy	-2767.42505	a.u.
ΔE to the lowest compared entry with this formula, charge and spin	0.00	kcal per mole
net charge	+3
frontier orbital gap (spin up / spin down)	0.282 / 0.209	Ha
F_max	0.06697	hartree/bohr

Atomic partial charges in e from the Löwdin method, atoms 1 to 5: Gd 1.439; P 0.682; P 0.914; P 0.763; O -0.269

No. 3
# C32H72F4KN6O8S4

A structure of composition C32H72F4KN6O8S4 in a non-equilibrium geometry (wB97M-V/def2-TZVPD, OMol25).

Cartesian coordinates (Å):
K (-7.994, 20.407, 2.984)
S (-3.641, 23.542, -13.333)
S (-8.431, 25.553, 0.679)
S (-10.616, 24.851, 0.778)
S (-2.470, 24.589, -11.616)
F (-11.452, 23.471, 0.391)
F (-2.657, 26.149, -11.125)
F (-7.101, 24.590, 0.965)
F (-5.086, 23.545, -13.878)
O (-11.240, 25.674, -0.214)
O (-11.051, 25.022, 2.133)
O (-2.753, 23.868, -14.477)
O (-8.544, 26.312, 1.956)
O (-3.762, 22.155, -12.827)
O (-2.504, 23.841, -10.428)
O (-1.194, 24.690, -12.302)
O (-8.002, 26.359, -0.469)
N (-1.580, 29.442, -2.299)
N (-3.886, 24.631, -12.406)
N (-7.024, 20.328, -5.627)
N (-9.117, 24.263, 0.449)
N (-7.660, 12.711, -15.030)
N (-3.383, 9.421, -2.239)
C (-7.035, 21.918, -5.583)
C (-9.415, 19.682, -8.621)
C (-7.285, 11.289, -15.213)
C (-5.583, 19.856, -6.025)
C (-2.332, 9.917, -3.326)
C (-3.434, 30.130, -3.643)
C (-2.976, 31.306, -2.717)
C (-7.602, 13.355, -16.495)
C (-4.866, 9.403, -2.659)
C (-4.516, 7.234, -1.739)
C (-2.326, 30.453, -1.533)
C (-6.256, 18.380, -4.236)
C (-3.051, 10.298, -0.947)
C (-1.317, 9.783, -5.688)
C (-6.971, 19.756, -4.152)
C (-5.802, 12.076, -13.400)
C (-8.136, 19.703, -6.422)
C (-0.874, 26.869, -2.006)
C (-6.647, 13.246, -13.949)
C (-8.014, 14.783, -16.367)
C (-5.395, 18.453, -5.442)
C (-3.105, 7.935, -1.919)
C (-5.900, 10.992, -14.513)
C (-1.527, 28.176, -1.354)
C (-7.522, 15.371, -17.708)
C (-2.343, 29.134, -3.569)
C (-0.176, 29.916, -2.511)
C (-0.751, 25.755, -0.929)
C (-9.138, 12.744, -14.493)
C (-2.492, 9.519, -4.811)
C (-8.102, 20.025, -7.987)
C (-5.608, 8.240, -1.887)
H (-6.372, 20.280, -3.407)
H (-5.728, 18.317, -3.285)
H (-7.454, 14.665, -18.535)
H (-8.049, 16.239, -18.104)
H (-9.091, 14.878, -16.225)
H (-5.704, 8.795, -0.954)
H (-9.226, 12.276, -13.512)
H (-4.935, 9.199, -3.727)
H (-6.459, 7.875, -2.462)
H (-4.771, 6.338, -2.304)
H (-0.337, 30.905, -2.939)
H (-1.644, 26.427, -2.638)
H (-1.734, 10.218, -6.596)
H (-7.383, 19.302, -8.372)
H (-6.060, 9.985, -14.127)
H (0.371, 29.313, -3.235)
H (0.359, 29.949, -1.562)
H (-3.332, 10.171, -5.053)
H (-4.742, 20.466, -5.696)
H (-1.339, 9.612, -2.996)
H (-3.014, 29.931, -0.869)
H (-8.026, 18.639, -6.216)
H (-0.104, 24.942, -1.259)
H (-2.599, 27.982, -1.333)
H (-7.972, 22.392, -5.292)
H (-2.797, 8.481, -4.940)
H (-3.484, 11.294, -0.854)
H (-5.585, 19.916, -7.113)
H (-6.553, 15.868, -17.656)
H (-2.791, 28.145, -3.667)
H (-7.750, 20.985, -8.366)
H (-3.787, 31.897, -2.292)
H (-4.430, 29.822, -3.326)
H (-0.655, 8.942, -5.897)
H (-9.901, 12.209, -15.058)
H (-6.324, 22.183, -4.800)
H (-7.090, 13.874, -13.176)
H (-2.430, 11.001, -3.264)
H (-5.353, 10.366, -2.505)
H (-7.877, 19.754, -3.546)
H (-2.232, 31.931, -3.211)
H (-6.112, 14.002, -14.524)
H (-9.449, 19.748, -9.708)
H (-4.563, 6.875, -0.710)
H (-8.084, 10.726, -14.731)
H (-5.030, 11.007, -15.169)
H (-6.552, 13.191, -16.737)
H (-0.417, 26.229, -0.006)
H (-4.794, 12.447, -13.213)
H (-6.976, 17.562, -4.231)
H (-9.091, 19.928, -5.946)
H (-9.662, 13.690, -14.627)
H (-7.375, 10.828, -16.197)
H (-1.597, 29.162, -4.363)
H (-2.555, 7.618, -2.805)
H (-0.551, 10.430, -5.260)
H (-5.606, 17.729, -6.228)
H (-1.973, 10.445, -1.010)
H (-7.411, 15.263, -15.596)
H (-3.468, 9.911, -0.017)
H (-8.159, 12.655, -17.118)
H (-1.626, 30.854, -0.800)
H (-9.751, 18.689, -8.322)
H (-3.626, 30.458, -4.665)
H (-1.139, 28.429, -0.367)
H (-1.775, 25.418, -0.774)
H (-6.642, 22.255, -6.542)
H (-4.378, 18.247, -5.106)
H (0.085, 26.923, -2.523)
H (-10.234, 20.265, -8.198)
H (-6.120, 11.742, -12.413)
H (-2.459, 7.740, -1.063)

Calculated values
HOMO	-11.1	eV
electronic energy	-4783.80739	a.u.
ΔE to the lowest compared entry with this formula, charge and spin	122.85	kcal per mole
net charge	+3
frontier orbital gap	0.176	Ha
F_max	0.21937	hartree/bohr

Atomic partial charges in e from the Löwdin method, atoms 1 to 5: K 0.980; S 0.388; S 0.469; S 0.531; S 0.528

No. 4
# C6H10BrN2

The ion C6H10BrN2 with charge +1 in a non-equilibrium geometry (wB97M-V/def2-TZVPD, OMol25).

Cartesian coordinates (Å):
Br (-2.753, 0.187, -0.452)
N (0.039, -0.688, -0.788)
N (1.987, 0.389, -1.568)
C (-1.417, -2.243, 0.471)
C (0.477, 1.794, -0.343)
C (-0.297, 0.596, 1.718)
C (0.413, 1.566, 1.202)
C (-1.196, -0.915, -0.086)
C (0.718, 0.473, -1.008)
H (-0.532, 0.324, 2.715)
H (2.523, 1.202, -1.630)
H (-2.136, -2.016, 1.215)
H (2.355, -0.534, -1.592)
H (-0.383, 2.146, -0.795)
H (-1.915, -2.859, -0.278)
H (-0.486, -2.774, 0.968)
H (0.485, -1.539, -0.981)
H (0.789, 2.429, 1.770)
H (1.331, 2.461, -0.536)

Calculated values
HOMO (spin up / spin down)	-12.5 / -12.0	eV
electronic energy	-2917.75373	a.u.
ΔE to the lowest compared entry with this formula, charge and spin	83.01	kcal per mole
net charge	+1
frontier orbital gap (spin up / spin down)	0.297 / 0.288	Ha
F_max	0.09214	hartree/bohr

Atomic partial charges in e from the natural (NBO) method, atoms 1 to 5: Br 0.153; N -0.575; N -0.721; C -0.732; C -0.486

No. 5
# C8H8NO4S

A cluster of 2 separate species, C8H8NO4S in total in a non-equilibrium geometry (wB97M-V/def2-TZVPD, OMol25).

Cartesian coordinates (Å):
S (0.723, -2.225, -1.988)
O (1.814, -2.939, 0.761)
O (2.579, -0.528, 0.911)
O (2.007, -2.747, -2.536)
O (-0.391, -2.414, 0.651)
N (-0.306, -3.555, -1.558)
C (0.228, 2.961, 0.403)
C (0.985, 1.797, 0.567)
C (1.317, -0.601, 0.671)
C (-1.006, 0.396, 0.146)
C (0.406, 0.512, 0.407)
C (0.808, -2.007, 0.599)
C (-1.741, 1.503, 0.140)
C (-1.161, 2.812, 0.226)
H (-1.827, 3.618, 0.063)
H (2.039, 1.779, 0.694)
H (-2.831, 1.427, 0.150)
H (-0.754, -3.208, -0.640)
H (-1.364, -0.657, 0.212)
H (2.585, -2.382, 0.710)
H (0.268, -4.468, -1.394)
H (0.708, 3.957, 0.596)

Calculated values
HOMO (spin up / spin down)	-2.3 / -5.3	eV
multiplicity	3
electronic energy	-1063.54541	a.u.
ΔE to the lowest compared entry with this formula, charge and spin	0.00	kcal per mole
net charge	-1
frontier orbital gap (spin up / spin down)	0.211 / 0.290	Ha
F_max	0.07833	hartree/bohr

Atomic partial charges in e from the natural (NBO) method, atoms 1 to 5: S 1.109; O -0.706; O -0.711; O -0.869; O -0.728

No. 6
# C34H39F4NO4S3

A cluster of 5 separate species, C34H39F4NO4S3 in total (wB97M-V/def2-TZVPD, OMol25).

Cartesian coordinates (Å):
S (1.061, 0.892, -1.830)
S (-0.799, -1.128, -2.923)
S (3.607, 2.550, 2.382)
F (-3.052, -3.772, 0.250)
F (-4.295, 1.569, -3.635)
F (4.239, 0.012, 9.230)
F (2.211, -3.238, -2.645)
O (4.878, 2.820, 3.008)
O (3.659, 0.960, 2.125)
O (2.722, 5.262, 3.250)
O (2.500, 2.544, 3.601)
N (-1.523, 0.414, -0.908)
C (-4.528, -3.033, -1.422)
C (1.392, -6.454, -5.049)
C (5.065, 0.857, 8.580)
C (-3.797, 3.801, -7.032)
C (2.624, 0.473, 1.237)
C (-6.655, -3.615, 0.275)
C (6.742, 2.542, 8.645)
C (-1.798, -0.639, 1.336)
C (-4.135, 2.305, -4.757)
C (2.693, -6.209, -4.634)
C (-5.355, -3.848, 0.702)
C (5.894, 1.676, 9.321)
C (-6.898, -3.098, -0.990)
C (-2.777, 2.970, -6.590)
C (-5.168, 3.119, -5.172)
C (-0.529, 0.016, -1.826)
C (5.052, 0.870, 7.200)
C (2.189, -0.355, -1.118)
C (6.748, 2.581, 7.257)
C (-1.061, 0.415, 0.492)
C (0.636, -4.514, -3.839)
C (-2.100, 1.705, -1.335)
C (-4.319, -3.550, -0.160)
C (5.903, 1.746, 6.538)
C (-4.988, 3.874, -6.323)
C (-2.939, 2.211, -5.439)
C (0.368, -5.606, -4.651)
C (2.813, 3.374, 4.710)
C (-3.392, 2.009, -0.589)
C (-5.834, -2.810, -1.835)
C (2.947, 4.825, 4.344)
C (2.978, -5.120, -3.823)
C (3.174, 0.313, -0.163)
C (1.940, -4.296, -3.441)
H (-2.302, 1.618, -2.400)
H (-5.784, 4.522, -6.664)
H (3.702, 3.036, 5.245)
H (-2.497, -0.167, 2.025)
H (-0.147, -3.844, -3.512)
H (2.289, -0.476, 1.655)
H (4.390, 0.206, 6.661)
H (-3.933, 1.083, -0.391)
H (1.777, 1.162, 1.236)
H (-4.019, 2.672, -1.181)
H (0.012, 0.235, 0.533)
H (4.110, -0.245, -0.128)
H (-1.102, -1.223, 1.938)
H (-0.648, -5.791, -4.975)
H (-3.682, -2.805, -2.057)
H (-2.158, 1.558, -5.074)
H (1.596, -1.133, -0.639)
H (7.402, 3.189, 9.208)
H (-7.913, -2.920, -1.317)
H (-7.481, -3.838, 0.937)
H (-6.087, 3.155, -4.604)
H (3.418, 1.310, -0.543)
H (-2.352, -1.306, 0.680)
H (5.901, 1.774, 5.455)
H (1.176, -7.304, -5.682)
H (5.868, 1.631, 10.401)
H (-3.192, 2.485, 0.372)
H (7.408, 3.260, 6.735)
H (-6.018, -2.407, -2.822)
H (-1.849, 2.909, -7.142)
H (2.731, -0.831, -1.931)
H (-1.231, 1.405, 0.917)
H (3.256, 5.482, 5.179)
H (-5.141, -4.253, 1.681)
H (3.985, -4.907, -3.489)
H (3.494, -6.869, -4.940)
H (1.974, 3.290, 5.405)
H (-1.381, 2.524, -1.197)
H (-3.665, 4.391, -7.929)

Calculated values
HOMO	-8.4	eV
electronic energy	-3268.62195	a.u.
net charge	0
frontier orbital gap	0.291	Ha
F_max	0.01364	hartree/bohr

Atomic partial charges in e from the Löwdin method, atoms 1 to 5: S 0.871; S 0.745; S 0.942; F 0.047; F 0.046

> The lowest F_max belongs to which entry?

C34H39F4NO4S3